(1)
This record from OMol25 describes one molecule with the formula C3HNO3. The level of theory is ωB97M-V/def2-TZVPD.

Results
SMILES string	N#CC(=O)OC=O
HOMO level	-0.444	Eh
relative energy (zero: lowest compared OMol25 entry of this formula, charge and spin)	13.7	kcal/mol
E_tot	-10758.1757	eV
max |F|	0.086	Eh/bohr

Positions of all 8 atoms, in Å:
N 0.541 0.404 2.412
C 0.223 -0.165 1.478
C -0.373 -0.961 0.366
O -0.781 -2.045 0.649
O -0.364 -0.441 -0.879
C 0.158 0.753 -1.307
O 0.084 1.155 -2.400
H 0.512 1.299 -0.319

Atomic partial charges in e from the Löwdin method, atoms 1 to 5:
1 N 0.20
2 C -0.11
3 C -0.44
4 O 0.19
5 O 0.11

***

(2)
This record from OMol25 describes a 3-piece molecular cluster, C3H11NS overall. The level of theory is ωB97M-V/def2-TZVPD.

Results
HOMO level	-0.305	Eh
relative energy (zero: lowest compared OMol25 entry of this formula, charge and spin)	70.6	kcal/mol
E_tot	-15611.6908	eV
max |F|	0.080	Eh/bohr

Positions of all 16 atoms, in Å:
C 2.440 -0.063 -1.795
C 1.100 0.128 -1.056
S 1.351 0.189 0.831
H 2.932 -0.698 -1.108
H 3.081 0.781 -1.895
H 2.310 -0.490 -2.810
H 0.522 -0.763 -1.333
H 0.564 1.050 -1.362
C -1.899 0.358 0.892
N -1.932 -0.670 1.937
H -1.732 -0.136 -0.099
H -2.789 1.000 0.840
H -1.052 1.076 0.936
H -0.379 -0.601 1.101
H -2.871 -0.989 2.157
H -1.646 -0.174 2.764

Atomic partial charges in e from the Löwdin method, atoms 1 to 5:
1 C -0.19
2 C -0.63
3 S 0.50
4 H 0.02
5 H 0.05

***

(3)
This record from OMol25 describes C2HO4Sn as an isolated structure. The level of theory is ωB97M-V/def2-TZVPD.

Results
2S+1	2
HOMO level (spin up / spin down)	-0.271 / -0.336	Eh
relative energy (zero: lowest compared OMol25 entry of this formula, charge and spin)	23.2	kcal/mol
E_tot	-16099.5510	eV
max |F|	0.105	Eh/bohr

Positions of all 8 atoms, in Å:
O 1.960 -0.535 0.113
O -2.391 -0.162 0.264
O 0.764 0.027 0.671
O -1.921 1.143 -0.125
C -1.382 -0.891 0.234
C -0.244 -0.163 -0.167
H 0.019 -0.239 -1.232
Sn 3.196 0.820 0.243

Atomic partial charges in e from the Löwdin method, atoms 1 to 5:
1 O -0.60
2 O -0.04
3 O -0.21
4 O -0.16
5 C -0.03

***

(4)
This record from OMol25 describes C2H7NOS as an isolated structure. The level of theory is ωB97M-V/def2-TZVPD.

Results
HOMO level	-0.331	Eh
relative energy (zero: lowest compared OMol25 entry of this formula, charge and spin)	61.6	kcal/mol
E_tot	-16558.1014	eV
max |F|	0.076	Eh/bohr

Positions of all 12 atoms, in Å:
O 0.928 1.988 0.238
C 0.895 0.896 0.753
C 0.744 -0.341 -0.117
N -0.140 -0.087 -1.255
H 0.942 0.762 1.844
H 1.765 -0.582 -0.447
H 0.370 -1.195 0.440
H -0.150 -0.865 -1.899
H -0.948 0.081 0.242
H 0.141 0.768 -1.728
S -1.874 -0.641 1.502
H -2.673 -0.784 0.427

Atomic partial charges in e from the Löwdin method, atoms 1 to 5:
1 O 0.06
2 C -0.30
3 C -0.35
4 N -0.01
5 H 0.12

***

(5)
This record from OMol25 describes a 9-piece molecular cluster, C40H71N5O12S overall. The level of theory is ωB97M-V/def2-TZVPD.

Results
SMILES string	[H]/N=C(/C)Cc1c(CC)c(ON=O)c2nsnc2c1OCCNC[C@H](C)O.CC(C)=O.CC(C)=O.CC(C)=O.CC(C)=O.CC(C)=O.CC(C)=O.CC(C)=O.CC(C)=O
HOMO level	-0.304	Eh
relative energy (zero: lowest compared OMol25 entry of this formula, charge and spin)	171.5	kcal/mol
E_tot	-85467.7918	eV
max |F|	0.145	Eh/bohr

Positions of all 129 atoms, in Å:
H 4.959 0.000 -4.239
N 4.478 0.662 -4.910
C 3.280 0.079 -5.274
C 2.358 0.908 -6.360
C 2.933 -1.386 -4.628
C 2.048 -1.349 -3.248
C 0.391 -1.470 -3.443
C -0.366 -1.612 -4.891
C -1.511 -0.421 -5.153
C -0.606 -1.492 -2.100
O -2.093 -1.642 -2.230
N -2.579 -0.551 -1.607
O -3.796 -0.620 -1.552
C -0.028 -1.394 -0.568
N -0.708 -1.389 0.784
S 0.463 -1.288 2.084
N 1.870 -1.238 1.020
C 1.623 -1.273 -0.474
C 2.732 -1.240 -1.726
O 4.184 -1.163 -1.502
C 4.568 0.012 -0.704
C 4.441 1.452 -1.500
N 5.061 2.604 -0.682
C 4.959 3.919 -1.425
C 5.943 4.059 -2.730
C 7.263 5.022 -2.486
O 5.134 4.667 -3.837
H 2.425 2.066 -6.110
H 1.263 0.510 -6.474
H 2.915 0.791 -7.408
H 3.965 -1.937 -4.392
H 2.444 -2.029 -5.502
H 0.336 -1.581 -5.827
H -0.969 -2.640 -4.858
H -2.584 -0.942 -5.184
H -1.505 0.222 -4.158
H -1.286 0.220 -6.112
H 4.038 0.104 0.335
H 5.730 -0.118 -0.465
H 5.153 1.353 -2.453
H 3.332 1.706 -1.777
H 4.527 2.754 0.208
H 3.847 4.177 -1.773
H 5.252 4.806 -0.685
H 6.347 3.042 -3.148
H 7.494 5.069 -1.339
H 8.164 4.517 -3.082
H 7.126 6.100 -2.981
H 5.073 5.643 -3.616
C 4.342 9.199 -0.957
C 5.331 8.103 -1.249
C 6.691 8.208 -0.613
O 5.039 7.158 -1.980
H 3.404 8.992 -1.483
H 4.139 9.241 0.116
H 4.735 10.157 -1.307
H 6.593 8.205 0.476
H 7.189 9.121 -0.947
H 7.299 7.347 -0.912
C -4.175 0.140 5.108
C -2.862 -0.113 4.416
C -2.717 0.380 3.001
O -1.943 -0.700 4.985
H -4.135 -0.271 6.123
H -4.359 1.215 5.173
H -4.983 -0.354 4.562
H -2.837 1.466 2.972
H -3.460 -0.102 2.362
H -1.718 0.128 2.630
C -4.423 -3.096 -8.089
C -3.164 -3.074 -7.265
C -2.789 -4.338 -6.538
O -2.468 -2.063 -7.188
H -4.568 -2.116 -8.556
H -4.339 -3.849 -8.877
H -5.283 -3.309 -7.449
H -2.632 -5.147 -7.256
H -3.576 -4.607 -5.829
H -1.858 -4.176 -5.984
C -1.702 -5.518 2.297
C -1.454 -5.797 0.839
C -1.824 -4.721 -0.146
O -0.967 -6.864 0.467
H -1.388 -6.383 2.891
H -1.123 -4.648 2.613
H -2.769 -5.347 2.466
H -1.249 -3.814 0.061
H -2.895 -4.514 -0.086
H -1.589 -5.061 -1.160
C -2.320 -1.900 8.617
C -3.816 -1.732 8.641
C -4.624 -2.801 9.326
O -4.357 -0.758 8.120
H -1.868 -1.053 8.090
H -1.933 -1.923 9.639
H -2.058 -2.820 8.090
H -4.339 -2.864 10.379
H -4.464 -3.762 8.830
H -5.688 -2.548 9.265
C -5.640 -7.436 3.247
C -4.381 -7.414 4.072
C -4.006 -8.678 4.798
O -3.685 -6.403 4.149
H -5.785 -6.455 2.780
H -5.556 -8.189 2.460
H -6.500 -7.648 3.887
H -3.849 -9.487 4.080
H -4.793 -8.947 5.507
H -3.075 -8.516 5.352
C -3.829 4.831 0.259
C -2.868 3.687 0.439
C -3.255 2.357 -0.150
O -1.807 3.833 1.043
H -3.418 5.728 0.736
H -3.970 5.034 -0.805
H -4.785 4.591 0.731
H -3.371 2.449 -1.233
H -4.185 2.006 0.304
H -2.467 1.625 0.057
C 0.796 3.325 3.192
C 2.055 3.346 4.017
C 2.430 2.082 4.743
O 2.751 4.357 4.094
H 0.651 4.305 2.725
H 0.880 2.571 2.405
H -0.064 3.112 3.832
H 2.587 1.273 4.025
H 1.643 1.814 5.452
H 3.361 2.244 5.297

Atomic partial charges in e from the Löwdin method, atoms 1 to 5:
1 H 0.03
2 N 0.08
3 C -0.30
4 C -0.06
5 C -0.13

***

(6)
This record from OMol25 describes C3H4N4O as an isolated structure. The level of theory is ωB97M-V/def2-TZVPD.

Results
HOMO level	-0.343	Eh
relative energy (zero: lowest compared OMol25 entry of this formula, charge and spin)	170.4	kcal/mol
E_tot	-11176.5779	eV
max |F|	0.132	Eh/bohr

Positions of all 12 atoms, in Å:
C 1.408 -0.984 0.249
C -2.078 -0.672 0.055
C -0.412 0.943 -0.089
H 2.598 0.704 -0.777
H 1.339 -2.050 1.176
H -2.990 -1.239 0.123
H -0.120 2.878 0.387
N 2.480 -0.397 -0.082
N 0.083 -0.327 -0.607
N -1.800 0.616 0.066
N 0.370 1.930 -0.125
O -0.880 -1.401 -0.377

Atomic partial charges in e from the Löwdin method, atoms 1 to 5:
1 C -0.20
2 C -0.05
3 C -0.51
4 H 0.22
5 H 0.22

***

(7)
This record from OMol25 describes one molecule with the formula C9H10NP. The level of theory is ωB97M-V/def2-TZVPD.

Results
SMILES string	C=P/C(=N\C)c1ccccc1
HOMO level (spin up / spin down)	-0.311 / -0.311	Eh
relative energy (zero: lowest compared OMol25 entry of this formula, charge and spin)	49.8	kcal/mol
E_tot	-20270.1379	eV
max |F|	0.165	Eh/bohr

Positions of all 21 atoms, in Å:
C 0.866 -2.151 1.699
P -0.727 -1.762 1.285
C -0.375 -0.091 0.797
N -0.226 1.018 1.758
C -0.359 0.678 3.209
C -0.296 0.228 -0.579
C -0.075 1.487 -1.049
C -0.140 1.806 -2.487
C -0.337 0.770 -3.416
C -0.510 -0.534 -2.889
C -0.531 -0.834 -1.560
H 0.885 -3.145 2.127
H 1.801 -1.604 1.714
H -0.649 1.575 3.734
H 0.636 0.494 3.417
H -0.806 -0.290 3.424
H 0.096 2.319 -0.423
H -0.091 2.881 -2.605
H -0.471 0.835 -4.485
H -0.323 -1.323 -3.544
H -0.656 -1.795 -1.151

Atomic partial charges in e from the Löwdin method, atoms 1 to 5:
1 C -0.28
2 P 0.95
3 C -0.48
4 N 0.02
5 C -0.17

***

(8)
This record from OMol25 describes one molecule with the formula HIS2. The level of theory is ωB97M-V/def2-TZVPD.

Results
HOMO level	-0.314	Eh
relative energy (zero: lowest compared OMol25 entry of this formula, charge and spin)	41.3	kcal/mol
E_tot	-29785.4770	eV
max |F|	0.027	Eh/bohr

Positions of all 4 atoms, in Å:
S 1.419 -0.657 0.653
S 4.248 1.914 0.089
I 3.771 -0.361 -0.113
H 0.858 0.535 0.333

The Löwdin scheme yields these atomic charges, measured in e:
1 S 0.08
2 S -0.37
3 I 0.50
4 H -0.21